# C40H40IrN3P2S4

C40H40IrN3P2S4 as an isolated structure at a distorted geometry (ωB97M-V/def2-TZVPD, OMol25).

highest occupied orbital energy (alpha / beta)	-9.66 / -9.65	eV
multiplicity	2
maximum force	2.2	eV Å⁻¹
total energy	-111354.1411	eV
gap between HOMO and LUMO (alpha / beta)	0.238 / 0.195	hartree
total charge	+1

```
90
Properties=species:S:1:pos:R:3:lowdin_spin:R:1
Ir -1.159 -0.011 0.312 0.140
S -0.577 2.668 0.253 0.052
P 1.298 1.919 0.138 0.056
C 1.107 0.215 0.539 0.540
P 1.375 -0.235 2.221 0.058
S -0.475 -0.442 2.972 0.071
C 2.057 -1.910 2.343 0.012
C 2.120 -2.709 1.214 0.008
C 2.444 -4.048 1.339 0.000
C 2.693 -4.585 2.592 0.000
C 2.624 -3.783 3.722 0.001
C 2.295 -2.446 3.604 0.001
C 2.300 0.848 3.347 0.001
C 3.619 0.597 3.703 0.000
C 4.257 1.468 4.568 0.000
C 3.592 2.581 5.058 -0.001
C 2.268 2.812 4.721 0.000
C 1.619 1.944 3.866 -0.001
C 1.913 2.057 -1.573 0.014
C 2.665 3.166 -1.951 0.002
C 3.095 3.289 -3.260 0.001
C 2.786 2.312 -4.192 0.002
C 2.023 1.217 -3.818 0.000
C 1.580 1.091 -2.514 0.006
C 2.455 2.986 1.048 -0.001
C 2.024 4.228 1.493 -0.001
C 2.922 5.082 2.106 0.000
C 4.236 4.687 2.293 0.000
C 4.663 3.447 1.844 0.000
C 3.779 2.596 1.210 0.001
H 1.932 -2.259 0.247 0.007
H 2.498 -4.673 0.461 0.000
H 2.923 -5.635 2.686 0.000
H 2.824 -4.205 4.694 0.000
H 2.220 -1.818 4.481 0.000
H 4.129 -0.272 3.309 0.000
H 5.279 1.278 4.857 0.000
H 4.107 3.269 5.710 0.000
H 1.743 3.662 5.129 0.000
H 0.580 2.099 3.601 0.000
H 2.913 3.938 -1.237 0.000
H 3.669 4.154 -3.556 0.000
H 3.122 2.409 -5.214 0.000
H 1.765 0.468 -4.551 0.000
H 0.953 0.258 -2.225 0.000
H 0.993 4.517 1.341 0.000
H 2.597 6.059 2.430 0.000
H 4.936 5.348 2.782 0.000
H 5.693 3.152 1.978 0.000
H 4.116 1.636 0.841 0.001
C -3.489 0.264 2.782 0.000
C -4.195 0.219 1.482 -0.001
C -5.603 0.134 1.499 0.000
C -6.300 0.284 0.339 -0.001
C -5.590 0.461 -0.868 0.000
C -6.248 0.718 -2.085 0.000
C -5.533 0.853 -3.248 0.000
C -4.153 0.662 -3.238 0.000
C -3.473 0.411 -2.056 0.000
S -1.768 0.129 -2.136 0.009
C -4.172 0.373 -0.819 0.001
N -3.504 0.280 0.358 0.010
H -4.163 0.562 3.578 0.000
H -2.657 0.960 2.733 0.000
H -3.083 -0.716 3.025 0.001
H -6.100 -0.013 2.445 0.000
H -7.380 0.281 0.328 0.000
H -7.322 0.815 -2.072 0.000
H -6.032 1.086 -4.175 0.000
H -3.593 0.703 -4.159 0.000
C -3.682 -4.166 -4.045 0.000
C -3.181 -2.958 -3.265 0.000
N -2.777 -3.300 -1.908 0.001
C -1.653 -2.937 -1.282 0.001
S -1.724 -2.584 0.399 0.003
N -0.455 -2.896 -1.850 0.003
C -0.003 -3.424 -3.119 0.000
C 0.470 -2.318 -4.054 0.000
H -4.011 -3.836 -5.026 0.000
H -4.524 -4.629 -3.538 0.000
H -2.906 -4.916 -4.169 0.000
H -3.984 -2.214 -3.186 0.000
H -2.343 -2.484 -3.771 0.000
H -3.550 -3.469 -1.277 0.000
H 0.269 -2.521 -1.248 0.000
H -0.803 -4.008 -3.570 0.000
H 0.834 -4.099 -2.909 0.000
H -0.308 -1.576 -4.222 0.000
H 0.760 -2.747 -5.007 0.000
H 1.334 -1.810 -3.635 0.000
```